1.
Density functional theory data (wB97M-V/def2-TZVPD) for C31H30ClMoN5O5SSeTe as an isolated structure.

```
! RIJCOSX wB97M-V def2-TZVPD def2/J DEFGRID3
* xyz 2 1
Te 1.07 -0.96 -1.89
Mo -0.74 0.26 -0.42
Se 0.43 -3.48 -1.48
Cl -7.13 0.72 -3.85
S 1.21 2.59 3.64
O 0.59 1.92 -0.23
O 2.59 2.81 3.90
O -1.74 0.96 -1.65
O 2.23 1.61 -1.72
O 0.34 2.00 4.60
N -0.25 -0.40 1.34
N 1.23 1.30 2.22
N -2.20 -1.10 -0.30
N 2.12 -4.81 -3.41
N 3.26 -4.11 -1.72
C -2.29 -3.41 0.65
C 2.02 -4.17 -2.24
C -3.41 -1.05 -0.77
C 0.44 0.07 2.54
C 2.84 2.17 0.53
C -5.53 0.78 -3.23
C 0.66 5.98 1.61
C 1.30 -0.97 3.20
C -0.18 -2.67 2.33
C 3.63 -3.56 -0.42
C -0.90 3.84 2.50
C 3.42 -5.15 -3.64
C 0.97 -2.25 3.13
C -4.64 1.75 -3.70
C -3.84 -0.08 -1.75
C 1.02 -5.08 -4.33
C 0.45 3.92 2.79
C -2.97 0.93 -2.21
C 1.85 1.91 -0.61
C 2.59 1.12 1.62
C -1.47 4.85 1.75
C -0.70 5.92 1.28
C -3.36 1.82 -3.19
C -0.75 -1.73 1.47
C -0.68 -3.97 2.35
C 4.14 -4.71 -2.58
C -1.74 -4.33 1.53
C -1.30 7.00 0.45
C -5.13 -0.13 -2.28
C -1.80 -2.11 0.62
C 1.25 4.98 2.37
H -0.88 6.98 -0.56
H 0.69 1.78 1.45
H 4.27 -2.69 -0.56
H 0.86 -4.24 -5.00
H -4.14 -1.78 -0.43
H 1.25 6.82 1.28
H -2.53 4.82 1.53
H -2.65 2.56 -3.54
H 2.73 -3.27 0.11
H -0.24 -4.69 3.01
H 1.26 -5.96 -4.92
H 2.29 5.02 2.65
H 0.11 -5.27 -3.77
H 3.33 1.21 2.42
H -0.30 0.40 3.28
H -1.07 7.98 0.87
H 4.16 -4.31 0.15
H 3.75 -5.69 -4.52
H -2.12 -5.34 1.55
H 1.53 -3.02 3.66
H -1.50 3.02 2.90
H -3.09 -3.70 -0.02
H 2.73 3.17 0.94
H -5.82 -0.89 -1.93
H 2.65 0.11 1.20
H -2.38 6.90 0.37
H 3.85 2.06 0.13
H 2.12 -0.61 3.81
H -4.97 2.45 -4.46
H 5.20 -4.79 -2.38
*
```

## Properties
electronic energy = -148161.94918 eV
relative energy (zero: lowest compared OMol25 entry of this formula, charge and spin) = 42.3 kcal/mol

=====

2.
Density functional theory data (wB97M-V/def2-TZVPD) for C31H30FGeN2O4Sn as an isolated structure.

```
! RIJCOSX wB97M-V def2-TZVPD def2/J DEFGRID3
* xyz -1 1
Sn 1.38 -3.19 -0.74
Ge -0.09 2.71 -1.10
F 4.47 -4.38 4.66
O 0.85 -6.79 -0.91
O 0.51 -0.74 -1.24
O -0.98 -2.17 1.03
O 2.57 -1.19 -0.59
N 0.35 -5.62 -0.33
N -0.60 -3.25 0.47
C 2.54 -3.52 3.61
C -1.86 1.03 0.50
C 1.10 1.74 -2.29
C -3.40 2.55 -3.74
C 3.64 -4.15 1.15
C -2.31 2.24 -2.94
C 2.07 6.77 0.16
C 1.84 -3.26 2.43
C -3.16 4.86 -3.14
C -3.83 3.87 -3.84
C 0.82 6.44 0.68
C -2.67 -4.19 1.31
C 2.68 5.89 -0.73
C 1.71 -0.42 -1.11
C 2.37 -3.57 1.18
C 0.20 5.25 0.33
C 3.78 -4.11 3.52
C -0.20 2.19 1.76
C 2.20 0.91 -1.66
C -1.89 -6.69 -0.16
C -2.07 4.54 -2.34
C 2.06 4.71 -1.08
C -0.89 -5.57 -0.01
C -0.69 1.63 2.93
C -1.62 3.22 -2.22
C -0.78 1.90 0.53
C -1.78 0.77 2.88
C 0.81 4.36 -0.57
C 4.35 -4.43 2.31
C -2.37 0.48 1.66
C -1.38 -4.31 0.57
H 3.66 6.13 -1.14
H 0.87 -2.78 2.50
H 0.33 7.12 1.38
H -2.32 0.75 -0.45
H -0.21 1.85 3.88
H -3.48 5.89 -3.22
H 0.49 1.11 -2.94
H 5.34 -4.88 2.28
H -3.41 -3.63 0.74
H -3.19 -0.22 1.61
H -1.63 -7.42 -0.93
H 2.73 1.45 -0.87
H -2.16 0.32 3.79
H -1.55 5.33 -1.82
H -2.86 -6.28 -0.44
H -4.68 4.11 -4.46
H -2.01 -7.22 0.78
H 2.97 0.65 -2.39
H 2.55 7.69 0.44
H -2.50 -3.62 2.22
H -3.09 -5.16 1.56
H 4.10 -4.39 0.20
H 2.13 -3.28 4.58
H 1.51 2.54 -2.93
H -1.98 1.20 -2.89
H 2.56 4.04 -1.78
H 0.14 -7.45 -0.92
H -0.76 5.01 0.76
H -3.91 1.77 -4.28
H 0.66 2.85 1.82
*
```

## Properties
electronic energy = -108868.17839 eV
relative energy (zero: lowest compared OMol25 entry of this formula, charge and spin) = 15.3 kcal/mol

=====

3.
Density functional theory data (wB97M-V/def2-TZVPD) for C31H31AsCl3CrF3O8S as an isolated structure.

```
! RIJCOSX wB97M-V def2-TZVPD def2/J DEFGRID3
* xyz -2 5
As -0.53 -1.24 2.96
Cr 0.81 -0.23 0.30
Cl 0.72 4.73 -0.66
Cl 2.10 -2.04 0.83
Cl 5.38 2.60 -2.33
S -0.70 1.87 2.62
F 3.28 -6.57 -5.87
F 2.64 -7.88 -4.28
F 4.63 -7.06 -4.28
O 0.96 0.69 -3.43
O -1.12 0.08 -2.82
O -5.08 -0.15 1.21
O 0.22 1.80 0.17
O 0.56 -0.13 2.41
O -3.16 -1.75 -0.05
O -1.31 -0.74 0.63
O -1.09 1.41 3.99
C 1.39 2.11 -0.32
C 1.28 -2.05 -2.12
C -0.41 -3.07 2.30
C 3.84 2.41 -1.51
C 1.79 3.35 -0.78
C 0.39 3.79 3.99
C 3.08 -3.21 -3.26
C -2.50 -0.73 0.18
C 1.84 -3.22 -2.54
C 2.85 -5.56 -3.75
C -1.56 3.52 2.52
C 0.07 -0.03 -2.67
C 2.27 1.00 -0.39
C 0.37 1.54 -4.38
C 0.85 2.79 2.96
C -3.18 0.62 -0.02
C -3.23 2.84 -0.99
C -4.55 2.99 -0.60
C 1.18 -4.48 -2.39
C -0.78 4.54 3.34
C 3.03 3.52 -1.40
C -2.46 -1.03 3.29
C 0.78 -0.94 -1.79
C -4.49 0.81 0.43
C 3.33 -6.74 -4.50
C 3.49 1.16 -1.02
C -5.17 1.98 0.12
C 3.55 -4.34 -3.85
C 1.67 -5.61 -2.99
C 0.15 -1.46 4.81
C -2.57 1.65 -0.72
H -0.11 -0.56 5.36
H 4.16 0.32 -1.14
H 3.33 4.49 -1.77
H -1.56 3.75 1.46
H -1.40 5.02 4.10
H -2.72 -1.70 4.11
H -1.55 1.53 -1.03
H -1.02 -3.71 2.95
H 1.18 4.47 4.32
H -6.20 2.09 0.44
H 1.19 1.99 -4.94
H -0.22 2.32 -3.89
H -5.10 3.90 -0.84
H 1.23 -1.53 4.72
H -2.58 3.37 2.86
H 4.46 -4.32 -4.44
H 0.03 3.22 4.86
H 1.15 3.27 2.03
H -0.28 0.97 -5.05
H -0.38 5.32 2.69
H 1.61 2.10 3.30
H 3.61 -2.28 -3.35
H -0.24 -2.34 5.33
H 0.28 -4.51 -1.81
H -6.01 0.07 1.33
H 1.15 -6.55 -2.89
H -0.81 -3.09 1.28
H -3.03 -1.31 2.40
H -2.73 3.63 -1.53
H 0.63 -3.39 2.28
H -2.68 0.00 3.56
*
```

## Properties
electronic energy = -194847.01018 eV
<S²> = 6.11